[1]
The following is a DFT calculation (ωB97M-V/def2-TZVPD) of a 2-piece molecular cluster, C8H16NO2 overall at a distorted geometry.

Structure (XYZ):
```
27
Properties=species:S:1:pos:R:3:lowdin_charge:R:1
C 1.30209 0.10106 -0.73171 -0.07
C -1.91584 2.32871 -0.50170 -0.09
C 2.99600 0.64843 1.07649 -0.01
C 3.05037 -1.46611 -0.41417 -0.03
C -2.87971 -1.48330 -0.09628 -0.02
C -2.24230 1.06994 0.26204 -0.18
C 2.14651 -0.44195 0.31397 -0.34
C -1.87615 -0.27781 -0.47130 -0.31
N -0.59453 -0.47397 0.08383 -0.06
O 1.11460 0.46190 -1.78920 0.32
O -0.53810 -1.26491 0.96644 0.10
H -1.64833 2.06355 -1.48499 0.06
H -2.68001 3.06984 -0.42025 0.08
H -1.09646 2.85246 -0.02951 0.08
H 3.42228 1.54929 0.46614 0.13
H 2.24956 0.96146 1.88335 0.11
H 3.78588 0.14653 1.58731 0.07
H 3.70946 -1.00903 -1.15065 0.10
H 3.72031 -1.98512 0.18803 0.06
H 2.46381 -2.36891 -0.88064 0.14
H -2.16361 -2.36413 -0.30299 0.10
H -3.66856 -1.41665 -0.82597 0.07
H -3.27263 -1.71134 0.96016 0.12
H -3.42920 1.04949 0.37374 0.17
H -1.82148 1.07826 1.27882 0.12
H 1.63253 -0.98108 1.16689 0.15
H -1.76648 -0.13659 -1.50782 0.13
```

Summary:
* HOMO level: -14.138 eV
* net charge: +1
* orbital gap: 9.24 eV

---

[2]
The following is a DFT calculation (ωB97M-V/def2-TZVPD) of C40H60F5InN5O3Si as an isolated structure.

Structure (XYZ):
```
115
Properties=species:S:1:pos:R:3:lowdin_charge:R:1
In 0.17916 -0.26147 -0.23783 0.95
C -3.74654 1.03227 -1.61395 -0.07
C -2.85892 1.93700 -0.77292 -0.25
N -2.08895 1.22056 0.25403 -0.19
C -2.99174 0.47194 1.16101 -0.22
C -4.06816 1.29740 1.85985 -0.07
C -1.24573 2.20952 0.95845 -0.17
C -0.35311 1.60676 2.06213 -0.20
N -0.09900 0.20612 1.78526 -0.12
C 0.15607 -0.61315 2.85001 -0.20
C -0.32946 -1.92566 2.85431 -0.19
F -1.06276 -2.32017 1.78541 0.05
C -0.15236 -2.80201 3.89816 -0.22
F -0.65257 -4.04580 3.78527 0.09
C 0.50163 -2.41438 5.05234 0.07
C 0.95273 -1.11119 5.09613 -0.21
F 1.59676 -0.66864 6.18946 0.09
C 0.79241 -0.23403 4.03777 -0.14
F 1.32256 0.99913 4.14580 0.09
H -4.06531 1.56130 -2.51578 0.08
H -3.20294 0.13468 -1.91329 0.06
H -4.64629 0.72705 -1.08014 0.07
H -2.14481 2.45841 -1.41017 0.10
H -3.47259 2.71718 -0.30106 0.12
H -3.45874 -0.32323 0.57716 0.11
H -2.37067 -0.01947 1.90125 0.10
H -4.79874 1.71460 1.16538 0.07
H -4.60710 0.65664 2.55778 0.08
H -3.64154 2.11983 2.43513 0.07
H -0.62661 2.68487 0.20117 0.10
H -1.85916 3.00320 1.40224 0.12
H 0.55271 2.21036 2.14521 0.12
H -0.88241 1.67841 3.02007 0.13
H 0.63714 -3.08768 5.88442 0.14
C 3.07210 3.58368 -6.21393 -0.06
C 2.03064 4.41003 -5.47616 -0.18
N 1.18254 3.58132 -4.61549 -0.02
C 1.53191 3.43408 -3.31726 0.05
C 0.96077 2.56511 -2.44210 -0.03
C 1.51751 2.57212 -1.03010 -0.60
O 2.04405 3.60521 -0.65297 0.07
O 1.40820 1.48932 -0.35750 -0.11
C -0.08588 1.71136 -2.89714 -0.32
O -0.61892 0.81189 -2.23089 -0.08
C -0.55013 1.95686 -4.26506 -0.04
C -1.63262 1.23118 -4.75977 0.09
C -2.04598 1.39200 -6.05015 -0.18
F -3.12077 0.69144 -6.47905 0.06
C -1.39047 2.25972 -6.93066 -0.14
C -0.30453 2.96786 -6.44446 0.06
C 0.11502 2.85202 -5.11329 -0.11
N -1.75269 2.40973 -8.29612 -0.09
C -1.97400 3.76372 -8.79237 -0.13
C -1.43658 3.82920 -10.22477 -0.07
N -1.53165 2.44286 -10.81073 0.06
C -2.81533 1.78989 -10.38912 -0.07
C -2.72154 1.48883 -8.88584 -0.13
H 3.68180 4.22396 -6.85061 0.08
H 2.60358 2.81835 -6.83461 0.07
H 3.73036 3.08389 -5.50382 0.08
H 1.39865 4.96733 -6.16641 0.11
H 2.50697 5.14618 -4.83157 0.13
H 2.32987 4.07306 -2.96023 0.15
H -2.14539 0.53346 -4.10579 0.13
H 0.24258 3.60022 -7.12675 0.11
H -1.45167 4.49448 -8.18376 0.13
H -3.03853 4.02586 -8.76280 0.14
H -0.38844 4.11955 -10.26317 0.14
H -2.01900 4.49872 -10.85508 0.14
H -0.75981 1.88928 -10.42950 0.19
H -1.43464 2.46929 -11.82607 0.19
H -2.95773 0.88165 -10.96971 0.14
H -3.61253 2.48873 -10.63432 0.14
H -2.37362 0.46810 -8.73272 0.14
H -3.72310 1.57008 -8.45492 0.14
C 2.85924 -2.57746 -3.97407 -0.09
C 1.92267 -1.57904 -3.27715 -0.59
C 0.84661 -1.17627 -4.29678 -0.10
C 2.72392 -0.31100 -2.94965 -0.08
Si 1.11811 -2.30618 -1.66904 0.81
C -0.39505 -3.43325 -2.11538 -0.62
C -0.05045 -4.39850 -3.26491 -0.09
C -1.61516 -2.59478 -2.51793 -0.10
C -0.82660 -4.30566 -0.93052 -0.09
C 2.43541 -3.17412 -0.56311 -0.63
C 2.79087 -4.57223 -1.10032 -0.08
C 3.72205 -2.34021 -0.48416 -0.09
C 1.94705 -3.31935 0.87940 -0.10
H 3.19346 -2.14182 -4.92350 0.09
H 2.36839 -3.52235 -4.20464 0.07
H 3.75123 -2.79328 -3.39025 0.07
H 1.31869 -0.59521 -5.10039 0.09
H 0.06777 -0.56577 -3.84983 0.04
H 0.36913 -2.03668 -4.76051 0.07
H 3.08420 0.13782 -3.88509 0.09
H 3.59413 -0.50946 -2.32982 0.07
H 2.12320 0.43113 -2.42971 0.04
H 0.14510 -3.89088 -4.20624 0.06
H -0.89645 -5.07469 -3.43054 0.09
H 0.81493 -5.01879 -3.03269 0.07
H -1.46442 -2.05217 -3.44979 0.06
H -1.88376 -1.86551 -1.74775 0.05
H -2.47781 -3.25657 -2.65120 0.09
H -0.05560 -5.00954 -0.62738 0.07
H -1.70016 -4.89470 -1.23085 0.09
H -1.11110 -3.72141 -0.06501 0.06
H 3.17514 -4.54956 -2.11834 0.07
H 1.94211 -5.25230 -1.07639 0.06
H 3.57011 -5.00977 -0.46706 0.09
H 4.26468 -2.30328 -1.42634 0.06
H 4.38889 -2.79673 0.25437 0.09
H 3.52814 -1.31549 -0.15546 0.08
H 1.03325 -3.89905 0.97532 0.07
H 1.78590 -2.34184 1.33720 0.06
H 2.72165 -3.82111 1.46916 0.10
```

Summary:
* HOMO level: -8.828 eV
* net charge: +1
* orbital gap: 5.38 eV

---

[3]
The following is a DFT calculation (ωB97M-V/def2-TZVPD) of an isolated ion of composition C6H8NO and charge +1 at a distorted geometry.

Structure (XYZ):
```
16
Properties=species:S:1:pos:R:3:lowdin_charge:R:1
C 0.81403 -0.59078 -2.22809 0.10
C 1.34605 0.32622 -1.47842 0.13
C 0.64288 -1.13946 0.44614 0.00
C 0.31811 -0.62394 -0.86882 -0.34
C 0.21988 -0.22784 1.44644 -0.12
C -0.69413 0.80648 0.76283 -0.26
N -0.96902 0.11620 -0.52053 0.14
O -1.80628 1.25474 1.29658 0.09
H 0.66975 -1.05931 -3.11852 0.09
H 2.18859 0.93879 -1.24169 0.13
H 1.69564 -1.53674 0.62581 0.16
H -0.48599 -0.54338 2.19394 0.14
H 1.00127 0.22529 1.96909 0.12
H -1.43249 0.81330 -1.13842 0.21
H -1.71534 -0.60337 -0.27067 0.22
H -1.79295 1.84379 2.12434 0.20
```

Summary:
* HOMO level (alpha / beta): -12.306 / -12.766 eV
* net charge: +1
* orbital gap (alpha / beta): 7.95 / 8.48 eV

---

no.,DFT total energy (eV)
1,-14129.263
2,-82680.717
3,-9875.834